Record 1
{
  "formula": "H21O11",
  "method": "ωB97M-V/def2-TZVPD",
  "de_lowest_kcal_mol": 29.7,
  "e_lumo_ha": 0.10930,
  "molar_mass_g_mol": 197.16,
  "charge": -1,
  "homo_lumo_gap_ev": 10.09,
  "elements": ["O", "H", "O", "H", "H", "O", "H", "H", "O", "H", "H", "O", "H", "H", "O", "H", "H", "O", "H", "H", "O", "H", "H", "O", "H", "H", "O", "H", "H", "O", "H", "H"],
  "coordinates": [[-0.363, 0.265, 0.351], [0.170, -0.235, -0.286], [-2.581, 1.858, -0.301], [-3.036, 1.361, -0.961], [-1.836, 1.251, 0.004], [-1.642, -0.876, -1.655], [-2.525, -1.105, -1.308], [-1.197, -0.609, -0.811], [-1.544, 0.804, 2.635], [-1.098, 0.545, 1.749], [-2.002, 1.617, 2.418], [0.563, 2.898, 1.036], [0.074, 2.065, 0.913], [1.264, 2.654, 1.611], [0.138, -2.742, -2.049], [-0.638, -2.246, -1.880], [0.758, -2.327, -1.444], [0.411, 1.815, -1.865], [-0.048, 1.319, -1.216], [0.290, 1.308, -2.723], [2.052, -2.032, -0.138], [2.304, -1.133, -0.401], [2.824, -2.559, -0.337], [1.732, 0.248, 2.197], [1.270, -0.054, 2.951], [1.081, 0.361, 1.501], [-0.982, -2.358, 1.352], [-1.782, -2.417, 0.814], [-0.684, -1.490, 1.114], [2.393, 0.496, -0.749], [1.616, 0.942, -1.110], [3.017, 0.374, -1.415]],
  "forces_ev_per_angstrom": [[0.1, -0.4, -1.0], [0.6, 0.1, 0.8], [1.2, -0.2, 1.2], [-0.4, -0.5, -0.7], [-1.0, 0.8, -0.6], [-1.4, -0.1, 0.5], [0.4, 0.1, -0.5], [-0.4, 0.4, -0.2], [0.7, -0.6, -1.3], [-0.9, 0.3, 1.9], [-0.1, 0.2, 0.0], [-1.1, 0.4, -0.7], [0.3, 0.3, -0.1], [1.0, -0.5, 0.8], [1.3, -1.1, -0.7], [-1.6, 0.7, -0.1], [0.7, -0.4, 0.4], [0.9, 0.1, -3.4], [-1.6, -0.6, 1.4], [0.0, 0.9, 1.6], [-0.1, -0.4, -0.1], [-0.1, 0.6, 0.4], [0.2, -0.4, 0.0], [1.6, 0.6, -0.5], [-1.0, -0.4, 1.1], [-0.5, -0.2, -0.3], [-0.9, -1.1, -0.1], [0.1, -0.3, 0.3], [0.7, 1.2, 0.0], [-0.5, -0.3, 2.2], [0.1, 0.8, -0.6], [1.5, 0.1, -1.9]],
  "lowdin_charge": [-0.4039, -0.0072, -0.0774, -0.0031, 0.0015, -0.0830, 0.0729, -0.0141, -0.1074, -0.0121, 0.0135, -0.0535, -0.0211, 0.0037, -0.0772, -0.0657, -0.0306, -0.0421, -0.0419, 0.1066, -0.0580, -0.0193, 0.0455, -0.0475, 0.0148, -0.0373, -0.0469, 0.0285, -0.0388, -0.0205, -0.0092, 0.0308]
}

***

Record 2
{
  "formula": "CHI2O2S2",
  "method": "ωB97M-V/def2-TZVPD",
  "de_lowest_kcal_mol": 0.0,
  "e_lumo_ha": 0.07053,
  "molar_mass_g_mol": 362.96,
  "charge": -1,
  "homo_lumo_gap_ev": 6.20,
  "elements": ["C", "O", "O", "S", "S", "I", "I", "H"],
  "coordinates": [[1.487, 0.578, 1.195], [-0.585, -2.835, -3.084], [0.284, -1.405, -1.379], [0.701, 1.611, 2.145], [0.374, -2.667, -2.041], [2.786, -2.480, -3.148], [1.493, -1.505, 1.424], [2.024, 0.964, 0.437]],
  "forces_ev_per_angstrom": [[-2.2, -1.0, 3.0], [-1.0, -0.3, -1.6], [-0.2, 1.9, 0.6], [0.1, -0.3, -0.1], [0.1, -1.6, 1.2], [0.9, 0.1, -0.6], [0.3, 0.5, 0.2], [2.0, 0.7, -2.8]],
  "lowdin_charge": [-1.2023, -0.5387, -0.6855, 0.5364, 0.2341, -0.0877, 0.8233, -0.0797]
}

***

Record 3
{
  "formula": "C16H24N2O4",
  "method": "ωB97M-V/def2-TZVPD",
  "de_lowest_kcal_mol": 34.2,
  "e_lumo_ha": 0.02307,
  "molar_mass_g_mol": 308.38,
  "smiles": "COc1ccc(CNC(=O)[C@@H](NC(C)=O)C(C)C)cc1OC",
  "homo_lumo_gap_ev": 8.69,
  "elements": ["C", "H", "O", "C", "C", "C", "C", "C", "C", "O", "C", "H", "H", "H", "H", "C", "N", "C", "O", "C", "N", "C", "O", "C", "H", "H", "H", "H", "C", "C", "H", "H", "H", "C", "H", "H", "H", "H", "H", "H", "H", "H", "H", "H", "H", "H"],
  "coordinates": [[1.819, -1.484, -4.290], [0.921, -1.297, -4.888], [1.552, -2.327, -3.199], [0.624, -1.929, -2.264], [-0.033, -0.705, -2.327], [-0.963, -0.330, -1.374], [-1.262, -1.179, -0.320], [-0.605, -2.395, -0.245], [0.328, -2.797, -1.197], [0.852, -4.031, -0.960], [1.852, -4.585, -1.783], [2.087, -5.549, -1.331], [1.499, -4.740, -2.804], [2.751, -3.965, -1.802], [-0.802, -3.079, 0.565], [-2.190, -0.724, 0.776], [-1.474, 0.210, 1.629], [-1.539, 1.540, 1.422], [-2.399, 2.080, 0.756], [-0.350, 2.272, 2.078], [0.783, 2.065, 1.188], [1.518, 0.932, 1.203], [1.355, 0.059, 2.037], [2.547, 0.842, 0.101], [2.045, 0.503, -0.806], [3.299, 0.108, 0.372], [3.016, 1.803, -0.086], [0.849, 2.687, 0.398], [-0.572, 3.762, 2.380], [-1.759, 3.904, 3.330], [-1.878, 4.942, 3.631], [-1.614, 3.300, 4.224], [-2.670, 3.580, 2.835], [-0.795, 4.604, 1.125], [-1.050, 5.622, 1.412], [-1.614, 4.193, 0.544], [0.099, 4.651, 0.506], [0.332, 4.122, 2.888], [-0.107, 1.755, 3.014], [-0.637, -0.159, 2.070], [-2.530, -1.568, 1.379], [-3.050, -0.189, 0.366], [-1.454, 0.628, -1.451], [0.175, -0.026, -3.138], [2.548, -2.019, -4.897], [2.250, -0.529, -3.971]],
  "forces_ev_per_angstrom": [[0.0, 0.1, -0.2], [0.0, 0.0, 0.0], [-0.2, -0.1, 0.4], [0.1, -0.1, -0.1], [0.1, 0.0, -0.1], [0.0, 0.0, 0.0], [0.0, -0.1, 0.0], [0.1, 0.1, -0.2], [0.0, 0.1, 0.0], [-0.2, 0.2, 0.1], [0.3, -0.3, -0.2], [0.0, 0.1, 0.0], [0.0, 0.0, 0.1], [-0.1, -0.1, 0.0], [0.0, -0.1, 0.1], [0.0, 0.1, -0.1], [-0.1, -0.4, 0.3], [0.3, 0.0, 0.6], [-0.3, 0.2, -0.3], [0.0, 0.1, 0.1], [-0.2, 0.5, 0.0], [0.4, 0.1, -0.3], [0.1, -0.3, 0.3], [0.0, -0.2, 0.1], [0.0, 0.0, -0.1], [0.0, 0.0, 0.0], [0.0, 0.1, -0.1], [0.1, -0.1, 0.0], [-0.2, -0.2, -0.1], [0.2, 0.0, -0.1], [0.0, 0.1, 0.1], [0.0, 0.0, 0.1], [-0.1, 0.0, 0.0], [0.0, -0.1, 0.1], [0.0, 0.1, 0.0], [0.0, 0.0, -0.1], [0.1, 0.1, -0.1], [-0.1, -0.1, 0.0], [0.0, 0.1, -0.1], [0.0, 0.2, 0.0], [-0.1, 0.0, -0.1], [0.0, -0.2, 0.1], [-0.1, 0.1, 0.0], [0.0, 0.0, -0.1], [0.0, 0.1, 0.0], [0.0, 0.0, 0.0]],
  "lowdin_charge": [-0.0841, 0.0978, -0.1195, -0.1947, -0.0302, -0.0395, -0.2091, 0.0491, -0.1873, -0.0649, -0.0754, 0.0935, 0.0939, 0.0947, 0.1297, -0.1129, 0.0934, -0.4457, 0.0569, -0.2016, 0.1204, -0.5272, 0.0410, 0.0185, 0.0696, 0.0873, 0.0801, 0.1351, -0.3637, -0.0621, 0.0786, 0.0811, 0.0803, -0.0656, 0.0796, 0.0721, 0.0675, 0.1393, 0.1540, 0.1148, 0.1227, 0.1247, 0.1147, 0.1035, 0.0958, 0.0938]
}

***

Repeat the second record exactly.
{
  "formula": "CHI2O2S2",
  "method": "ωB97M-V/def2-TZVPD",
  "de_lowest_kcal_mol": 0.0,
  "e_lumo_ha": 0.07053,
  "molar_mass_g_mol": 362.96,
  "charge": -1,
  "homo_lumo_gap_ev": 6.20,
  "elements": ["C", "O", "O", "S", "S", "I", "I", "H"],
  "coordinates": [[1.487, 0.578, 1.195], [-0.585, -2.835, -3.084], [0.284, -1.405, -1.379], [0.701, 1.611, 2.145], [0.374, -2.667, -2.041], [2.786, -2.480, -3.148], [1.493, -1.505, 1.424], [2.024, 0.964, 0.437]],
  "forces_ev_per_angstrom": [[-2.2, -1.0, 3.0], [-1.0, -0.3, -1.6], [-0.2, 1.9, 0.6], [0.1, -0.3, -0.1], [0.1, -1.6, 1.2], [0.9, 0.1, -0.6], [0.3, 0.5, 0.2], [2.0, 0.7, -2.8]],
  "lowdin_charge": [-1.2023, -0.5387, -0.6855, 0.5364, 0.2341, -0.0877, 0.8233, -0.0797]
}